# 1
114
Properties=species:S:1:pos:R:3:forces:R:3:mulliken_charge:R:1 method="wB97M-V/def2-TZVPD" energy_ha=-5108.559883 charge=+3 gap_ev=6.8 fmax_ev_per_a=0.43 de_lowest_kj_mol=0.00 e_homo_ha=-0.5963
Ti -1.01366 -1.00723 0.31643 0.222 0.360 0.056 0.0449
C 4.39279 0.28686 -2.42810 -0.002 0.013 0.029 -1.3094
C 3.83040 1.50633 -1.77334 0.033 -0.022 -0.032 -0.2261
C 4.46462 2.71913 -1.64857 -0.007 -0.010 -0.001 -0.2807
C 3.86552 3.83434 -0.99674 0.008 -0.015 0.049 -0.0420
N 2.64565 3.76280 -0.49812 0.038 -0.031 -0.013 -0.7996
N 2.04924 2.59325 -0.63173 -0.028 0.005 -0.035 0.6284
B 0.62463 2.07448 -0.30596 0.001 0.033 -0.017 -0.7462
N -0.43474 2.64127 -1.28299 0.025 -0.050 0.051 0.4833
N 0.03395 3.60364 -2.07485 -0.030 0.024 -0.022 -0.2765
C -0.78359 4.16397 -2.93769 -0.017 -0.003 0.014 -0.0509
C -2.12644 3.73904 -3.03054 0.034 0.001 0.008 -0.6379
C -2.60315 2.72733 -2.24012 -0.060 -0.013 0.004 0.3687
C -4.01445 2.23811 -2.31964 0.006 -0.004 0.010 -1.8579
C -1.67653 2.16932 -1.32941 0.002 0.058 -0.014 0.7280
S -2.21712 0.92422 -0.21904 0.071 -0.097 -0.021 -0.2793
C -0.24509 5.28756 -3.79906 0.002 -0.001 -0.011 2.3357
C 1.24618 5.50151 -3.54664 -0.019 -0.009 0.003 -1.9757
C -0.47530 4.93894 -5.27726 0.010 0.005 0.013 -1.7903
C -1.01661 6.56678 -3.43338 0.004 -0.009 -0.004 -1.5361
N 0.20495 2.35115 1.16038 0.005 -0.103 -0.002 0.6841
N 0.08321 3.68630 1.19754 -0.013 0.014 0.012 -0.2218
C -0.18910 4.27877 2.33202 0.039 0.002 -0.002 -0.0853
C -0.34835 3.50857 3.50602 0.023 -0.012 0.003 -0.4633
C -0.24536 2.14503 3.47422 0.004 -0.014 0.059 -0.0892
C -0.42713 1.30376 4.69861 -0.009 -0.004 -0.012 -1.7699
C 0.03198 1.55385 2.21400 -0.001 0.050 -0.061 0.9619
S 0.20777 -0.19199 2.13527 -0.089 -0.016 0.046 -0.2496
C -0.29761 5.78888 2.33483 -0.025 0.004 0.012 2.3601
C -0.15841 6.34316 0.91768 0.012 -0.007 -0.006 -2.0702
C 0.83226 6.34026 3.21995 -0.012 -0.007 -0.003 -1.5562
C -1.66278 6.18580 2.91666 0.012 0.000 -0.009 -1.7769
C 2.55671 1.51362 -1.20262 0.060 -0.003 0.115 0.4430
S 1.25900 0.34880 -1.01359 -0.209 0.009 -0.137 0.3527
C 4.62634 5.13691 -0.84460 0.004 -0.002 -0.031 2.1444
C 5.90118 4.86008 -0.03052 -0.027 0.001 -0.010 -1.7672
C 3.77909 6.18434 -0.12567 0.014 0.005 -0.002 -1.7811
C 5.00112 5.65413 -2.24256 0.003 0.002 0.005 -1.4295
H 5.32947 0.50903 -2.93351 0.000 0.003 0.002 0.4568
H 3.68703 -0.11873 -3.15520 0.001 0.005 -0.004 0.3286
H 4.57822 -0.49105 -1.68359 -0.007 -0.009 -0.005 0.2882
H 5.46205 2.83348 -2.05401 -0.001 0.018 -0.003 0.5295
H -2.78836 4.21715 -3.74058 0.004 0.000 -0.010 0.4762
H -4.56384 2.78168 -3.08404 0.003 0.002 -0.002 0.4287
H -4.52692 2.37044 -1.36532 0.003 0.001 0.001 0.4146
H -4.04335 1.17426 -2.55939 0.002 -0.001 -0.002 0.3923
H 1.82523 4.61195 -3.80390 0.003 0.002 0.000 0.3482
H 1.44103 5.74801 -2.50176 0.006 0.003 -0.003 0.1739
H 1.59417 6.32583 -4.16871 0.004 0.002 -0.002 0.6141
H 0.04256 4.01881 -5.55390 -0.001 0.001 -0.003 0.3904
H -0.08537 5.74438 -5.89894 0.000 -0.001 -0.003 0.4624
H -1.53288 4.82808 -5.51932 -0.004 0.000 0.000 0.3689
H -0.86831 6.83003 -2.38426 0.000 0.005 -0.001 0.1806
H -2.08738 6.46910 -3.61921 0.000 0.005 0.000 0.4132
H -0.65300 7.39226 -4.04484 -0.003 0.002 0.001 0.4771
H -0.55700 4.00491 4.44478 -0.023 0.009 -0.005 0.5108
H -0.59338 1.93129 5.57055 -0.005 0.004 -0.002 0.4431
H 0.45064 0.68159 4.87950 0.005 0.003 -0.001 0.3715
H -1.28139 0.63476 4.58282 0.001 -0.001 0.003 0.3566
H 0.79808 6.06585 0.47179 -0.021 -0.001 0.003 0.2285
H -0.22435 7.43004 0.95655 -0.002 0.006 -0.005 0.6052
H -0.95675 5.97643 0.26852 -0.003 0.006 0.004 0.3110
H 1.81201 6.06772 2.82330 0.001 -0.001 0.001 0.2478
H 0.76177 5.98249 4.24848 0.001 0.003 0.001 0.3778
H 0.76822 7.42778 3.24722 0.001 0.000 0.001 0.4872
H -2.48238 5.77722 2.32250 0.000 0.001 0.002 0.3719
H -1.75154 7.27172 2.90923 -0.004 0.002 0.003 0.4754
H -1.78670 5.85883 3.94974 -0.002 -0.002 0.005 0.3787
H 5.66045 4.49007 0.96766 0.001 0.000 0.004 0.3781
H 6.46402 5.78651 0.08021 0.000 -0.002 0.001 0.4779
H 6.55650 4.13754 -0.51952 0.007 0.004 -0.001 0.3491
H 3.49149 5.85130 0.87232 0.000 0.002 0.001 0.2739
H 2.87122 6.41786 -0.68347 0.011 0.000 0.003 0.2412
H 4.36107 7.09974 -0.02522 0.000 0.006 0.002 0.5328
H 5.65083 4.96368 -2.78277 -0.001 0.000 0.001 0.3907
H 5.54252 6.59424 -2.14128 0.003 0.004 -0.005 0.4913
H 4.11188 5.83993 -2.84716 0.000 0.000 -0.002 0.1202
O -3.87818 -3.23423 -0.50621 -0.013 0.005 0.008 -0.5548
S -2.52251 -3.03806 -0.19399 0.006 -0.140 -0.097 1.4323
O -2.27236 -2.15525 1.07429 -0.024 -0.011 0.137 -0.2116
O -1.69087 -2.21500 -1.15236 -0.025 -0.030 -0.083 -0.5127
C -1.64645 -4.51378 0.07774 -0.057 0.018 0.010 0.6230
C -2.36342 -5.69812 0.01286 0.016 -0.005 -0.004 -0.6227
C -1.67581 -6.89590 0.16408 -0.015 0.009 -0.001 -0.7106
C -0.30536 -6.88526 0.36184 -0.002 -0.015 -0.002 -0.7729
C 0.39688 -5.68402 0.42234 -0.004 0.029 0.012 -0.3344
C -0.26401 -4.47120 0.29188 0.023 -0.037 0.005 -0.7586
P 0.73118 -2.93661 0.36586 0.046 -0.052 0.025 2.5309
C 1.62921 -3.01060 1.92067 0.014 0.019 0.000 -0.0167
C 2.79933 -2.25965 2.07001 -0.007 -0.016 -0.013 0.0791
C 3.45678 -2.24354 3.28738 0.000 0.011 -0.002 -0.8543
C 2.94014 -2.95164 4.36663 -0.006 -0.004 0.005 -0.7109
C 1.76209 -3.67170 4.23128 -0.011 -0.003 -0.002 -0.8358
C 1.10202 -3.70268 3.01161 0.005 0.005 -0.033 -0.6946
C 1.87988 -3.08761 -1.01886 -0.039 0.013 -0.026 0.8459
C 1.41609 -2.78694 -2.30291 0.015 0.002 0.031 -0.5423
C 2.23081 -3.00808 -3.40046 0.013 -0.006 -0.003 -0.8221
C 3.50730 -3.53052 -3.22451 -0.011 0.006 -0.012 -0.6240
C 3.96664 -3.83842 -1.95206 0.004 -0.002 0.021 -0.7964
C 3.15613 -3.62356 -0.84560 -0.024 -0.003 -0.015 -0.6162
H -3.43069 -5.68171 -0.16181 0.000 -0.002 0.001 0.5937
H -2.21565 -7.83147 0.11824 0.004 -0.002 -0.002 0.4546
H 0.22996 -7.81906 0.47013 0.005 0.003 0.003 0.4700
H 1.46863 -5.69873 0.57880 -0.002 -0.018 0.003 0.5092
H 3.19724 -1.69618 1.23435 0.014 -0.002 -0.005 0.5471
H 4.37601 -1.68385 3.39658 -0.001 -0.001 0.002 0.5085
H 3.46020 -2.94397 5.31518 0.002 0.000 0.000 0.4637
H 1.36001 -4.21989 5.07233 -0.001 -0.001 0.000 0.4957
H 0.18839 -4.27488 2.91369 -0.006 -0.011 0.011 0.4777
H 0.41328 -2.40502 -2.45125 0.007 -0.001 -0.020 0.3690
H 1.86577 -2.79001 -4.39527 -0.004 0.000 0.001 0.5069
H 4.13860 -3.71303 -4.08410 -0.001 -0.002 0.000 0.4714
H 4.95215 -4.26417 -1.81831 -0.001 0.003 0.004 0.4939
H 3.51624 -3.88982 0.13868 0.013 0.005 0.021 0.4881

***

# 2
122
Properties=species:S:1:pos:R:3:forces:R:3:mulliken_charge:R:1 method="wB97M-V/def2-TZVPD" energy_ha=-8295.698945 charge=0 gap_ev=6.9 fmax_ev_per_a=5.73 smiles="CCOc1c(C[C@@H]2CO2)c(Cl)c(CCCSC(=S)N(c2ccccc2)c2ccccc2)c2c1C(=O)C(N(C)C(C)=O)=C(CON=O)C2=O.ClCCCl.ClCCCl.ClCCCl.ClCCCl.ClCCCl" e_homo_ha=-0.3075
C -2.99056 2.38451 5.67253 0.474 0.164 0.597 -1.0681
C -2.99755 3.21074 4.30427 0.011 0.659 2.220 0.0006
O -3.21579 2.36342 3.11001 2.788 2.532 -1.105 -0.5335
C -2.27795 2.90084 2.15260 2.691 0.848 -2.977 -0.1676
C -2.56906 4.25134 1.37934 1.508 -1.188 -0.308 0.2107
C -3.97399 4.93508 1.68539 1.381 2.335 0.125 -0.7694
C -3.67985 6.54011 2.24781 -3.265 1.515 -0.038 0.2418
C -5.06930 7.35512 2.76163 2.596 0.910 -5.027 -0.6354
O -4.26482 7.64656 1.39523 1.976 -3.242 2.390 -0.4236
C -1.54459 4.86218 0.35484 0.886 -3.111 1.507 0.9362
Cl -1.86961 6.43975 -0.52590 0.137 -2.137 1.401 -0.1456
C -0.17297 4.15253 0.01439 -1.621 -1.462 2.609 0.0170
C 0.82455 4.76488 -1.06533 -1.042 -0.241 -0.297 -1.0140
C 0.12908 4.52123 -2.50904 0.133 -0.048 0.018 -0.4312
C 0.28189 2.99966 -3.02567 0.160 0.953 -1.710 -0.6726
S -1.30838 2.01117 -2.80394 0.269 -0.588 -0.471 0.2902
C -1.90652 1.46365 -4.49451 0.167 1.384 -1.460 -0.5303
S -2.32793 2.60515 -5.64861 0.787 -1.848 1.807 -0.0974
N -2.00711 0.01868 -4.82774 0.478 -0.650 2.354 0.3557
C -0.68428 -0.63873 -4.85775 4.184 -1.880 -1.644 -0.4917
C 0.25396 -0.88955 -3.65198 0.902 -0.979 -2.793 0.5138
C 1.64379 -1.58619 -3.85132 -1.836 0.448 -3.021 -0.6508
C 2.15974 -2.02554 -5.27422 -4.342 1.950 0.799 -0.2974
C 1.21531 -1.76656 -6.47876 -1.423 1.029 2.848 0.1757
C -0.17237 -1.09290 -6.27371 1.882 -0.266 2.684 -0.4034
C -2.99226 -0.68919 -3.99175 -3.488 -1.136 2.421 0.5725
C -4.39765 0.01004 -3.82785 -0.141 -2.485 1.398 -0.2687
C -5.56084 -0.57706 -2.99102 3.595 -1.861 -0.113 -0.4774
C -5.33793 -1.92273 -2.22468 3.031 1.680 -2.402 -0.5005
C -3.95071 -2.61755 -2.37159 -0.793 2.880 -1.654 -0.5010
C -2.78329 -2.03772 -3.25918 -2.932 1.804 0.344 -0.2979
C 0.09695 2.82301 0.76176 -2.330 0.959 0.467 0.5886
C -0.92996 2.20387 1.79213 -0.580 1.584 -1.028 0.4806
C -0.56402 0.77938 2.47059 -1.284 0.783 1.821 -0.5079
O -0.91013 0.57281 3.65508 1.267 0.220 -4.208 -0.4656
C 0.19923 -0.23404 1.50417 2.488 1.939 -2.193 0.4167
N 0.00303 -1.68929 1.39595 -0.686 0.507 2.780 0.7996
C -1.25863 -2.03895 0.67262 -0.400 0.236 -1.952 -0.9323
C 0.19220 -2.41519 2.64777 0.455 -0.917 2.611 0.5011
C -0.10572 -4.01334 2.63119 0.018 0.364 -0.119 -1.1235
O 0.61381 -1.95038 3.73671 -0.961 -0.676 -4.201 -0.5803
C 1.15321 0.34131 0.59665 -1.300 -0.496 1.197 0.1754
C 1.97947 -0.54318 -0.45715 -1.342 0.641 -0.580 -0.5921
O 3.29522 -0.96275 0.01024 -0.898 -0.238 -1.515 -0.1324
N 3.43871 -0.73412 1.35113 -0.262 -1.336 2.336 0.2023
O 3.52613 -1.76100 1.95439 0.358 1.597 -1.002 -0.3352
C 1.43078 1.93703 0.54120 0.615 0.856 0.268 -0.3452
O 2.57055 2.42635 0.36425 -3.930 -1.931 0.296 -0.5809
H -3.93658 1.77043 5.85962 1.318 0.797 -0.569 0.2707
H -2.05308 1.72121 5.81228 -1.684 0.958 -0.586 0.1610
H -2.93988 3.14430 6.54749 -0.147 -1.009 -1.538 0.3369
H -2.00030 3.79018 4.23660 -1.500 -1.129 -0.060 0.3154
H -3.81173 4.02482 4.41242 1.083 -1.397 -0.520 0.1312
H -4.59314 4.42027 2.48854 1.110 0.438 -1.330 0.0207
H -4.56427 5.04803 0.71673 0.736 -0.080 1.337 0.5040
H -2.66534 6.73744 2.85912 -2.462 -0.324 -1.679 0.2594
H -6.01506 7.06801 2.18394 1.065 -0.043 2.144 0.2245
H -4.94202 8.45316 3.04674 -0.594 -2.055 1.060 0.3626
H 1.00849 5.88046 -0.84320 -0.552 -1.712 -0.426 0.3729
H 1.84976 4.26954 -1.11461 -1.532 0.444 0.548 0.3502
H -0.99333 4.75752 -2.51116 1.773 -0.183 0.117 0.2900
H 0.63535 5.21194 -3.26451 -0.652 -0.960 0.954 0.3692
H 0.42728 3.07001 -4.17219 -0.195 -0.288 1.849 0.4809
H 1.18823 2.44739 -2.60347 -1.412 0.638 -0.360 0.1827
H -0.11974 -0.56318 -2.61491 0.798 -0.630 -1.767 0.2314
H 2.31622 -1.79962 -2.95427 -1.152 0.414 -1.396 0.2513
H 3.15881 -2.53580 -5.40817 -1.504 0.790 0.248 0.0902
H 1.50934 -2.07285 -7.57230 -0.983 1.147 3.602 -0.0763
H -0.82871 -0.89408 -7.19812 1.070 -0.346 1.753 0.3500
H -4.59135 0.99388 -4.37499 0.426 -1.617 0.868 0.2199
H -6.56787 -0.02389 -2.91151 1.915 -0.970 -0.226 0.3120
H -6.18717 -2.36338 -1.60128 1.552 0.622 -0.983 0.3263
H -3.76606 -3.59238 -1.81399 -0.256 1.475 -0.930 0.3449
H -1.78653 -2.59634 -3.36157 -1.827 0.932 0.232 0.4241
H -1.42858 -1.20094 -0.10953 0.214 -1.356 1.289 0.3693
H -2.19802 -2.08526 1.31884 1.370 -0.098 -0.723 0.3131
H -1.08758 -2.99262 0.04320 -0.447 1.377 1.274 0.3554
H 0.74331 -4.51426 2.03597 -1.421 0.697 0.806 0.2849
H -0.11188 -4.43308 3.70663 0.243 1.061 -1.738 0.3175
H -1.12504 -4.27341 2.18944 1.499 0.401 0.322 0.3351
H 2.08125 0.04894 -1.44366 0.162 -0.753 1.716 0.1435
H 1.40369 -1.50287 -0.73461 0.787 1.496 0.787 0.1494
Cl -1.62220 -1.07883 7.11611 -0.066 0.032 0.070 -0.1975
C 0.07635 -1.53424 6.82835 0.249 -0.206 -0.124 0.1035
C 0.59891 -2.48919 7.88243 -0.020 -0.052 -0.242 -0.5006
Cl 0.76748 -1.70785 9.47556 -0.017 -0.006 0.088 -0.2046
H 0.66948 -0.61935 6.78504 -0.117 -0.102 0.076 0.2998
H 0.11350 -2.00983 5.84656 0.007 0.074 0.189 -0.1294
H 1.59106 -2.84619 7.59901 -0.082 0.119 -0.023 0.3254
H -0.05430 -3.35610 7.99845 0.009 0.188 0.030 0.3426
Cl 8.20444 -4.62196 3.11434 0.058 -0.029 -0.015 -0.1874
C 7.31692 -3.11359 2.77864 -0.161 0.210 -0.026 -0.4297
C 6.66041 -3.12814 1.41312 -0.223 0.003 0.191 -0.1137
Cl 7.85488 -3.07011 0.09245 0.060 -0.029 -0.043 -0.2065
H 8.01423 -2.28031 2.88048 -0.031 -0.159 -0.090 0.3405
H 6.55452 -3.01635 3.55435 0.014 -0.051 -0.140 0.3001
H 6.02130 -2.25096 1.29980 0.145 -0.065 0.053 -0.0018
H 6.04388 -4.01803 1.27272 0.180 0.057 0.011 0.3164
Cl -8.54209 6.95555 3.28938 -0.080 0.074 0.007 -0.1747
C -8.97058 5.23524 3.42771 -0.162 -0.210 -0.005 -0.4621
C -8.28784 4.57381 4.60481 -0.293 -0.067 0.077 -0.5617
Cl -6.53131 4.43898 4.36344 0.053 -0.003 0.066 -0.0527
H -8.71399 4.74751 2.48568 0.067 0.069 0.150 0.3031
H -10.05425 5.18456 3.55267 0.117 0.012 0.064 0.3505
H -8.67251 3.56011 4.73388 0.045 0.083 -0.094 0.3052
H -8.45904 5.12261 5.53268 0.071 0.017 -0.181 0.3239
Cl 2.38664 -2.79823 -9.02311 1.083 -0.808 -1.414 -0.2000
C 4.05934 -3.27427 -9.45818 0.255 -0.106 -0.291 -0.4178
C 4.69382 -4.22645 -8.46263 -0.172 -0.142 -0.229 -0.4580
Cl 5.04273 -3.44856 -6.90440 0.089 0.034 0.040 -0.1665
H 4.64793 -2.36197 -9.56822 -0.141 -0.083 0.120 0.3169
H 3.99481 -3.75941 -10.43443 0.009 -0.007 0.129 0.3137
H 5.64902 -4.58335 -8.85279 -0.106 0.113 -0.045 0.3409
H 4.05815 -5.09351 -8.27381 0.019 0.179 0.010 0.3067
Cl 7.14412 -7.05014 -0.30317 -0.031 -0.010 0.033 -0.1905
C 8.89645 -6.73463 -0.25423 0.269 0.100 -0.035 -0.3056
C 9.69224 -7.81477 -0.95922 0.021 0.201 -0.105 -0.4411
Cl 9.64580 -9.36536 -0.08277 -0.025 -0.037 -0.011 -0.1914
H 9.19317 -6.63376 0.79110 -0.094 -0.079 -0.123 0.2613
H 9.05783 -5.77393 -0.74756 -0.025 -0.122 0.014 0.2240
H 10.74143 -7.51927 -1.02343 -0.114 0.022 0.085 0.3107
H 9.32495 -7.98780 -1.97251 -0.043 -0.011 0.185 0.3289